No. 1
Computed, not measured: C30H30N6O2SSeY as an isolated structure in a non-equilibrium geometry, with ωB97M-V/def2-TZVPD.

Properties
HOMO-LUMO gap: 6.0940 eV
energy relative to the best compared isomer or geometry (same formula, charge and spin): 24.6 kcal/mol
energy: -121854.8848 eV

ORCA input file:
```
! wB97M-V def2-TZVPD RIJCOSX def2/J DEFGRID3
* xyz 1 1
Y 0.64 -0.09 0.36
N 2.04 -0.79 2.36
C 3.01 0.23 2.94
C 2.27 1.58 3.24
C 1.19 1.63 2.18
O 1.56 1.91 0.98
O 0.02 1.16 2.40
H 1.38 -1.08 3.09
H 2.53 -1.63 2.12
H 3.73 0.39 2.14
H 3.49 -0.15 3.85
H 3.03 2.39 3.08
H 1.87 1.60 4.25
S -2.06 -7.53 0.80
N -2.00 -6.39 1.97
C -1.84 -5.24 1.32
C -1.74 -3.93 1.96
C -2.08 -3.63 3.28
C -1.92 -2.32 3.69
C -1.34 -1.34 2.89
N -0.96 -1.65 1.66
C -1.23 -2.89 1.16
C -1.03 -3.07 -0.27
N -0.50 -2.05 -0.92
C -0.21 -2.07 -2.22
C -0.52 -3.24 -2.96
C -0.98 -4.33 -2.29
C -1.31 -4.28 -0.93
C -1.71 -5.38 -0.06
N -1.88 -6.63 -0.48
H -2.46 -4.49 3.82
H -2.21 -2.09 4.72
H -1.21 -0.30 3.19
H 0.26 -1.22 -2.69
H -0.40 -3.30 -4.00
H -1.18 -5.28 -2.84
Se 2.79 -1.78 -0.72
C 3.73 -0.26 -1.41
C 3.91 0.99 -0.81
C 4.49 2.10 -1.41
C 4.93 1.93 -2.70
C 4.82 0.70 -3.33
C 4.26 -0.37 -2.70
H 3.42 1.17 0.19
H 4.53 2.99 -0.85
H 5.36 2.78 -3.28
H 5.14 0.60 -4.32
H 4.17 -1.33 -3.13
C -3.64 4.42 0.07
N -2.92 3.25 0.73
C -1.53 3.70 1.17
C -2.99 1.89 -0.01
C -2.10 1.82 -1.23
C -2.53 2.46 -2.38
C -1.66 2.69 -3.44
C -0.38 2.19 -3.37
C 0.04 1.51 -2.21
C -0.78 1.30 -1.08
H -3.63 5.23 0.79
H -4.59 4.03 -0.28
H -3.05 4.67 -0.79
H -3.48 3.09 1.56
H -1.01 3.92 0.29
H -1.08 2.79 1.62
H -1.59 4.53 1.90
H -4.06 1.90 -0.30
H -2.72 1.07 0.69
H -3.58 2.76 -2.47
H -1.99 3.26 -4.25
H 0.40 2.39 -4.12
H 1.09 1.12 -2.22
*
```

No. 2
Computed, not measured: a 6-piece molecular cluster, C49H45INO17P overall in a non-equilibrium geometry, with ωB97M-V/def2-TZVPD.

Properties
HOMO-LUMO gap: 6.5963 eV
energy: -105222.5229 eV

ORCA input file:
```
! wB97M-V def2-TZVPD RIJCOSX def2/J DEFGRID3
* xyz 0 1
C -0.49 1.99 2.47
C -1.19 1.63 1.09
O -1.17 2.73 0.19
C -1.72 2.41 -1.10
C -0.64 2.77 -2.19
O -0.06 1.65 -2.89
C 0.47 0.70 -2.05
C -0.32 -0.51 -1.72
C 0.17 -1.57 -0.85
P -0.99 -3.01 -0.59
O -0.31 -4.26 -1.05
O -1.50 -3.08 0.98
O -2.30 -2.81 -1.61
C 1.51 -1.50 -0.22
C 1.98 -2.63 0.74
C 3.43 -3.20 0.43
N 3.53 -4.67 0.49
C 2.31 -0.31 -0.55
C 1.80 0.76 -1.46
C 2.77 1.94 -1.76
O 2.44 3.09 -1.92
C 4.29 1.56 -1.80
C 5.28 2.22 -2.80
C 4.70 1.90 -4.26
C 4.42 3.23 -5.09
I 3.03 2.96 -6.72
C 4.75 0.59 -0.96
C 3.75 -0.10 0.03
O 4.07 -0.41 1.15
H -1.09 1.60 3.33
H -0.24 3.07 2.56
H 0.49 1.44 2.51
H -0.64 0.73 0.70
H -2.23 1.26 1.33
H -2.58 3.11 -1.25
H -2.15 1.38 -1.18
H -1.16 3.39 -2.97
H 0.11 3.45 -1.70
H -1.33 -0.55 -2.20
H -2.46 -2.85 0.95
H -1.98 -2.79 -2.53
H 1.27 -3.50 0.66
H 1.89 -2.28 1.80
H 3.87 -2.80 -0.52
H 4.10 -2.81 1.25
H 2.63 -5.11 0.66
H 3.95 -5.01 -0.37
H 5.33 3.33 -2.71
H 6.29 1.73 -2.73
H 3.76 1.29 -4.20
H 5.42 1.31 -4.88
H 4.06 4.00 -4.34
H 5.40 3.59 -5.48
H 5.83 0.29 -1.00
C -6.16 1.97 5.66
C -5.38 1.19 4.91
C -4.06 1.65 4.44
O -3.35 0.94 3.76
C -3.63 3.01 4.84
C -4.40 3.79 5.59
C -5.73 3.33 6.06
O -6.44 4.04 6.75
H -7.13 1.65 6.01
H -5.68 0.19 4.61
H -2.65 3.33 4.49
H -4.10 4.78 5.90
C 4.91 -6.96 -3.25
C 5.67 -7.70 -4.04
C 6.98 -7.22 -4.52
O 7.68 -7.90 -5.24
C 7.42 -5.88 -4.07
C 6.66 -5.13 -3.27
C 5.34 -5.62 -2.80
O 4.64 -4.94 -2.07
H 3.94 -7.30 -2.89
H 5.37 -8.69 -4.38
H 8.38 -5.54 -4.42
H 6.96 -4.15 -2.94
C -4.00 0.36 10.15
C -4.58 0.65 11.31
C -5.29 1.94 11.51
O -5.82 2.21 12.57
C -5.33 2.88 10.36
C -4.75 2.58 9.20
C -4.04 1.30 9.00
O -3.52 1.03 7.94
H -3.47 -0.58 9.98
H -4.56 -0.02 12.15
H -5.86 3.81 10.53
H -4.77 3.26 8.36
C -7.72 4.16 -0.11
C -6.96 3.39 -0.87
C -5.63 3.85 -1.34
O -4.93 3.15 -2.04
C -5.19 5.20 -0.93
C -5.96 5.98 -0.17
C -7.29 5.52 0.30
O -7.99 6.22 1.00
H -8.70 3.85 0.24
H -7.26 2.40 -1.18
H -4.22 5.52 -1.28
H -5.65 6.97 0.14
C 2.57 -2.27 -5.75
C 3.27 -3.29 -5.24
C 3.73 -4.41 -6.09
O 4.36 -5.33 -5.63
C 3.38 -4.36 -7.53
C 2.68 -3.34 -8.04
C 2.22 -2.22 -7.19
O 1.59 -1.30 -7.65
H 2.22 -1.45 -5.14
H 3.53 -3.34 -4.19
H 3.73 -5.18 -8.14
H 2.42 -3.29 -9.09
*
```

No. 3
Computed, not measured: a 4-piece molecular cluster, C14H18FN3O4S overall in a non-equilibrium geometry, with ωB97M-V/def2-TZVPD.

Properties
HOMO-LUMO gap: 9.3561 eV
energy relative to the best compared isomer or geometry (same formula, charge and spin): 244.1 kcal/mol
energy: -41009.2121 eV

ORCA input file:
```
! wB97M-V def2-TZVPD RIJCOSX def2/J DEFGRID3
* xyz 0 1
C 0.61 -0.98 3.88
C -0.55 -0.45 3.23
C -1.75 0.13 2.23
C -1.12 1.45 1.49
C -1.20 1.31 -0.14
C 0.03 0.42 -0.81
C 1.36 1.31 -1.17
O 2.03 2.11 -0.32
F 1.89 1.20 -2.58
C -2.69 0.81 -0.64
O -2.96 -0.62 -0.43
S -2.45 -1.17 1.09
O -1.37 -2.29 0.82
O -3.61 -1.89 1.89
H 1.69 -1.41 4.15
H -2.62 0.52 2.95
H 0.02 1.66 1.79
H -1.72 2.40 1.90
H -1.07 2.42 -0.57
H -0.45 -0.11 -1.76
H 0.30 -0.41 0.00
H -3.51 1.53 -0.20
H -2.71 0.99 -1.82
C 0.74 -3.30 -2.72
C 0.64 -1.97 -3.46
N 0.56 -0.87 -4.07
H 1.33 -4.01 -3.31
H 1.22 -3.15 -1.75
H -0.26 -3.71 -2.56
C 4.90 -3.37 -4.00
C 3.91 -4.39 -3.47
N 3.08 -5.24 -3.04
H 4.74 -2.41 -3.51
H 5.92 -3.71 -3.80
H 4.77 -3.25 -5.08
C -1.51 5.59 4.27
C -1.82 4.10 4.34
N -2.08 2.87 4.40
H -1.79 5.98 3.29
H -2.07 6.12 5.05
H -0.44 5.75 4.43
*
```

No. 4
Computed, not measured: a 2-piece molecular cluster, C3H11N overall in a non-equilibrium geometry, with ωB97M-V/def2-TZVPD.

Properties
HOMO-LUMO gap: 10.0341 eV
energy relative to the best compared isomer or geometry (same formula, charge and spin): 13.7 kcal/mol
energy: -4778.8995 eV

ORCA input file:
```
! wB97M-V def2-TZVPD RIJCOSX def2/J DEFGRID3
* xyz 0 1
C 0.89 2.73 0.70
H 0.03 2.94 1.35
H 1.75 3.39 0.82
H 1.12 1.71 0.93
H 0.56 2.88 -0.33
C -0.22 -0.95 0.68
C -0.02 -1.39 -0.77
N -1.23 -1.83 -1.47
H 0.07 -1.76 1.33
H -1.18 -0.49 0.81
H 0.56 -0.22 0.90
H 0.64 -2.25 -0.78
H 0.48 -0.70 -1.45
H -2.03 -1.24 -1.29
H -1.42 -2.81 -1.43
*
```